{"formula": "C2H8O2", "method": "wB97M-V/def2-TZVPD", "elements": ["C", "H", "O", "H", "H", "H", "H", "O", "C", "H", "H", "H"], "xyz": [[1.58608, -1.21386, -1.00378], [-1.47677, 0.18769, 1.82327], [-2.10159, 0.65805, 1.27073], [-1.10498, 2.43112, 0.94462], [1.33097, -2.20463, -1.38167], [0.97219, -0.55032, -1.59928], [2.61171, -0.92082, -1.17649], [1.33885, -1.05780, 0.37881], [-1.36926, 1.52533, 0.38736], [-0.43511, 1.04479, 0.09771], [-2.03544, 1.79014, -0.42420], [0.68336, -1.68968, 0.68291]], "forces_ev_per_angstrom": [[-0.4904, 0.0816, -0.1880], [0.1347, 0.0245, 0.0823], [-0.1546, 0.0547, -0.4238], [-0.0106, 0.1140, -0.2376], [0.5009, -0.2223, 0.1755], [-0.3133, 0.4795, -0.0724], [0.3238, -0.3366, -0.1394], [-0.0602, 0.0344, 0.4028], [0.0445, -0.1208, 1.3533], [-0.1108, 0.0411, -0.5135], [0.1509, -0.1247, -0.2673], [-0.0147, -0.0254, -0.1719]], "charge": 0, "gap_ev": 10.95, "homo_ev": -10.23, "smiles": "CO.CO"}